{"formula": "C26H69BrN3O23PS", "method": "ωB97M-V/def2-TZVPD", "e_tot_ev": -169809.91923, "e_lumo_ev": -0.61, "total_charge": 0, "gap_ev": 7.109, "elements": ["H", "C", "H", "C", "O", "H", "O", "H", "H", "O", "H", "C", "H", "H", "O", "H", "C", "H", "H", "O", "H", "H", "S", "H", "O", "H", "O", "H", "O", "O", "H", "O", "H", "H", "H", "H", "C", "H", "H", "H", "C", "N", "O", "C", "C", "O", "O", "H", "O", "H", "C", "H", "Br", "O", "O", "H", "H", "H", "C", "H", "H", "H", "C", "H", "C", "N", "H", "H", "C", "H", "O", "H", "H", "N", "H", "H", "O", "H", "H", "H", "H", "P", "H", "C", "C", "H", "H", "H", "C", "H", "O", "O", "H", "H", "C", "H", "H", "C", "O", "H", "H", "H", "C", "O", "H", "O", "H", "H", "C", "H", "C", "H", "C", "H", "H", "C", "C", "C", "H", "H", "H", "H", "H", "C"], "coordinates": [[-7.48, 0.53, 0.72], [4.74, 0.18, 2.36], [-2.00, 3.34, -1.89], [-0.91, -0.86, -0.66], [1.82, 7.34, 1.44], [5.81, -0.36, 0.60], [3.98, 1.15, 1.67], [-6.85, 4.79, -4.13], [0.75, 9.57, 4.17], [4.35, -1.77, 1.07], [1.36, 3.82, -4.02], [-2.81, 2.43, -0.19], [-2.08, 2.00, 1.65], [4.16, -0.34, 3.13], [-5.52, 3.27, -3.44], [0.73, 8.66, 2.95], [-4.75, -1.29, 0.41], [-0.04, 0.69, 0.54], [1.88, 1.17, -0.51], [5.69, -5.85, -2.18], [1.13, -6.05, -4.39], [4.87, 3.62, 5.21], [-3.54, -0.94, -4.56], [1.18, 11.41, 5.33], [7.19, -2.83, -1.86], [7.68, -2.03, -2.09], [-2.91, 0.06, 5.33], [2.61, 7.85, 1.24], [-0.98, -6.55, 1.37], [2.11, 11.29, 5.08], [-5.04, -3.59, -0.99], [0.15, 9.08, 3.60], [-5.15, -2.84, 1.85], [2.15, 6.46, 1.65], [7.82, -3.54, -2.02], [2.23, 0.17, 2.29], [4.83, -2.82, 0.23], [3.67, -4.01, 1.61], [6.14, -1.39, 2.01], [1.65, 2.33, -3.98], [4.24, -4.16, 0.70], [-2.63, 0.10, -3.75], [-7.62, -0.42, 0.73], [-0.97, -3.14, 0.56], [-2.24, 2.32, -1.58], [3.12, 4.34, 2.25], [1.29, -3.70, -0.02], [-4.94, 7.74, -5.22], [0.95, 2.98, -3.83], [0.85, -7.46, -3.88], [-3.68, -1.46, 2.55], [3.37, 3.41, 2.18], [1.09, -3.04, 2.66], [8.00, 0.58, 2.12], [10.49, 2.35, 2.27], [-6.86, 6.24, -3.65], [8.66, -0.12, 2.00], [2.08, 1.81, 1.68], [5.35, -0.86, 1.46], [-8.57, -0.52, 0.87], [5.57, 0.68, 2.86], [-3.07, 1.97, -2.20], [-1.33, -0.03, -1.66], [-4.93, -4.20, -2.62], [0.51, -3.32, 0.78], [-2.34, 1.51, 0.81], [-7.95, -6.13, -2.49], [-5.17, 2.37, -3.46], [-2.63, -1.91, -2.61], [-5.45, -1.69, -0.31], [0.41, -6.64, -4.14], [3.54, -4.53, -0.05], [3.20, 0.03, -0.35], [-3.43, -2.24, -3.63], [-6.21, 6.93, -5.51], [-5.10, -5.34, -1.27], [-7.05, -6.46, -2.50], [-3.51, -1.95, 3.49], [-0.25, -0.86, 1.35], [-2.53, -4.64, -3.90], [-6.64, -6.01, -3.25], [-2.82, -4.50, -1.46], [5.91, -2.87, 0.31], [-3.13, 0.37, 1.06], [-4.58, -1.95, 1.61], [5.02, -4.90, 0.87], [-2.80, 1.02, 5.31], [3.10, 4.49, 3.20], [-1.37, -2.24, -0.59], [-5.59, 3.48, -2.50], [-7.37, 5.61, -4.16], [1.38, -0.74, 0.10], [5.96, -4.94, -2.30], [2.44, 12.19, 5.00], [-2.18, -0.56, -2.67], [-1.44, -2.76, 1.47], [4.51, -2.65, -0.80], [-4.64, -4.41, -1.59], [-5.67, 7.66, -5.84], [-4.15, 0.34, -0.84], [-0.21, 1.74, -1.08], [-0.44, -5.97, 1.91], [-0.99, 1.44, -1.77], [-3.63, 3.27, 0.08], [-3.86, -0.06, 5.48], [4.28, 3.14, 4.62], [-2.26, 0.06, 2.99], [4.77, -5.78, -1.89], [-4.03, -0.14, 0.13], [10.64, 2.04, 3.17], [-2.27, -5.25, -3.03], [-2.72, -6.23, -3.18], [2.26, 0.35, 0.11], [-0.36, -6.95, 0.75], [-1.19, -5.36, -3.05], [-2.22, -2.76, -1.54], [2.60, 0.86, 1.52], [-2.97, -0.30, 2.27], [8.49, 1.38, 1.90], [-0.64, 1.64, -2.78], [-1.35, -4.15, 0.41], [4.86, 2.73, 3.98], [10.39, 3.30, 2.36], [0.03, -0.38, 0.41]]}